A molecular structure, C24H42AlO6. Source: OMol25; level of theory: ωB97M-V/def2-TZVPD.

The geometry in XYZ format:
```
73
Properties=species:S:1:pos:R:3:mulliken_charge:R:1
C 2.91 -0.93 1.03 -0.45
Al 2.43 0.37 -0.41 0.09
O 0.94 1.38 0.05 -0.47
C -0.23 0.95 0.41 0.16
O -1.15 1.68 0.76 -0.72
C -0.46 -0.54 0.46 -0.24
C -0.65 -1.29 -0.71 0.31
C -0.94 -2.66 -0.63 -0.76
C -0.97 -3.29 0.61 -0.53
C -0.77 -2.55 1.77 -0.56
C -0.54 -1.18 1.70 -0.23
H 2.59 -0.62 2.03 -0.12
H 3.99 -1.05 1.06 0.06
H 2.48 -1.93 0.87 0.28
H 3.61 1.48 -0.60 -0.42
H 2.21 -0.40 -1.82 -0.02
H -0.58 -0.81 -1.68 0.70
H -1.08 -3.20 -1.56 0.49
H -1.17 -4.35 0.67 0.38
H -0.80 -3.03 2.74 0.37
H -0.40 -0.59 2.60 0.48
C -2.74 4.13 2.26 -0.10
C -1.67 5.00 2.91 -0.55
C -2.51 5.95 3.75 -0.39
O -3.67 5.22 4.14 -0.41
C -3.75 4.00 3.39 -0.44
H -2.36 3.17 1.91 0.11
H -3.18 4.65 1.41 0.21
H -1.02 4.39 3.55 0.24
H -1.03 5.52 2.19 0.35
H -2.82 6.83 3.16 0.25
H -1.99 6.31 4.64 0.27
H -3.50 3.17 4.05 0.27
H -4.77 3.87 3.04 0.27
C 6.16 0.84 4.02 -0.54
C 5.44 0.52 5.33 -0.55
C 4.44 -0.53 4.88 -0.39
O 5.07 -1.24 3.81 -0.37
C 6.22 -0.53 3.36 -0.36
H 7.14 1.29 4.15 0.34
H 5.55 1.51 3.41 0.25
H 6.14 0.10 6.05 0.25
H 4.96 1.39 5.79 0.33
H 3.52 -0.07 4.50 0.22
H 4.18 -1.24 5.66 0.30
H 7.12 -1.08 3.68 0.28
H 6.20 -0.49 2.28 0.25
C 1.96 -2.40 -5.04 -0.60
C 1.16 -1.11 -5.05 -0.48
C -0.22 -1.60 -4.64 -0.06
O -0.01 -2.73 -3.80 -0.31
C 1.36 -3.13 -3.85 -0.37
H 3.04 -2.25 -4.93 0.33
H 1.79 -2.97 -5.96 0.27
H 1.55 -0.43 -4.29 0.21
H 1.16 -0.59 -6.01 0.38
H -0.81 -1.91 -5.51 0.24
H -0.80 -0.85 -4.10 -0.02
H 1.84 -2.83 -2.91 0.24
H 1.40 -4.22 -3.94 0.27
C -5.07 -0.33 -2.81 -0.58
C -5.78 -1.35 -3.70 -0.59
C -4.77 -1.53 -4.83 -0.52
O -3.48 -1.33 -4.25 -0.33
C -3.62 -0.78 -2.93 -0.04
H -5.41 -0.33 -1.78 0.36
H -5.19 0.67 -3.21 0.28
H -5.91 -2.29 -3.16 0.26
H -6.75 -1.02 -4.05 0.36
H -4.93 -0.78 -5.62 0.30
H -4.81 -2.52 -5.28 0.27
H -3.37 -1.55 -2.20 0.04
H -2.91 0.04 -2.82 0.21
```

Electronic energy ... -44452.8728 eV
Total charge ... -1
HOMO-LUMO gap ... 8.1 eV

***

6 unconnected molecules or ions with the total composition C24H42BBrIN5O3P at a distorted geometry. Source: OMol25; level of theory: ωB97M-V/def2-TZVPD.

The geometry in XYZ format:
```
78
Properties=species:S:1:pos:R:3:mulliken_charge:R:1
C -0.03 1.61 -0.72 0.28
C 0.11 1.24 0.90 -0.40
I 1.54 2.70 1.80 -0.07
C 0.67 -0.30 0.96 -0.42
B 0.82 -0.93 2.47 0.27
C -0.54 -1.46 3.29 0.35
O -1.34 -0.65 4.00 -0.66
O -0.83 -2.93 3.16 -0.71
P 2.51 -1.15 3.37 0.24
O 2.83 -2.89 3.23 -0.60
Br 4.19 -0.02 2.33 -0.26
H -0.93 2.33 -0.95 0.24
H 0.98 2.08 -1.12 -0.27
H -0.14 0.58 -1.32 -0.18
H -0.91 1.40 1.48 0.45
H -0.14 -0.97 0.39 0.22
H 1.70 -0.45 0.40 0.13
H 1.94 -3.29 3.49 0.35
C 5.96 -1.01 6.86 -1.08
C 4.98 -0.50 7.91 -0.47
C 3.72 0.12 7.31 -0.12
C 4.01 1.33 6.53 0.19
N 4.24 2.28 5.91 -0.46
H 6.34 -0.19 6.23 0.33
H 6.82 -1.48 7.35 0.32
H 5.49 -1.75 6.21 0.28
H 5.49 0.23 8.56 0.29
H 4.69 -1.34 8.55 0.31
H 3.03 0.37 8.12 0.28
H 3.21 -0.62 6.67 0.15
C -1.14 1.96 -5.02 -0.98
C -0.95 0.65 -5.77 -0.57
C -1.51 -0.56 -5.02 -0.21
C -0.80 -0.80 -3.76 0.29
N -0.25 -1.00 -2.76 -0.47
H -0.60 1.96 -4.07 0.15
H -0.75 2.80 -5.62 0.34
H -2.19 2.15 -4.82 0.33
H 0.12 0.50 -5.98 0.32
H -1.46 0.73 -6.74 0.35
H -1.43 -1.44 -5.66 0.06
H -2.58 -0.41 -4.82 0.27
C -4.25 -0.45 4.39 -1.02
C -5.23 0.06 5.44 -0.40
C -6.49 0.67 4.83 -0.42
C -6.20 1.89 4.06 0.28
N -5.97 2.84 3.44 -0.45
H -3.87 0.36 3.76 0.28
H -3.38 -0.92 4.87 0.33
H -4.72 -1.20 3.74 0.28
H -4.72 0.78 6.08 0.28
H -5.52 -0.79 6.07 0.31
H -7.18 0.93 5.64 0.28
H -7.00 -0.06 4.20 0.27
C 5.98 2.08 -1.10 -1.05
C 5.39 3.08 -2.09 -0.55
C 3.88 3.24 -1.95 -0.14
C 3.15 2.01 -2.28 0.27
N 2.58 1.03 -2.54 -0.48
H 5.58 1.07 -1.27 0.33
H 7.06 2.04 -1.21 0.34
H 5.75 2.37 -0.07 0.26
H 5.65 2.78 -3.11 0.30
H 5.86 4.06 -1.91 0.31
H 3.54 4.04 -2.62 0.34
H 3.62 3.56 -0.93 0.17
C -3.07 -3.82 -7.72 -1.23
C -4.05 -3.31 -6.67 -0.04
C -5.31 -2.70 -7.27 -0.43
C -5.02 -1.48 -8.05 0.25
N -4.79 -0.53 -8.67 -0.45
H -2.70 -3.01 -8.35 0.33
H -2.21 -4.29 -7.23 0.33
H -3.54 -4.57 -8.37 0.39
H -3.55 -2.59 -6.02 -0.04
H -4.35 -4.16 -6.03 0.33
H -6.01 -2.44 -6.46 0.29
H -5.82 -3.43 -7.91 0.30
```

Electronic energy ... -127268.8683 eV
Total charge ... -1
Energy relative to the best compared isomer or geometry (same formula, charge and spin) ... 71.14 kcal/mol
HOMO-LUMO gap ... 6.9 eV